[1]
A structure of composition C40H47IrN8P2S3Si. Source: the OMol25 dataset; level of theory: ωB97M-V with the def2-TZVPD basis set.

Computed properties:
total charge = +1
energy = -4261.47681 hartree
HOMO level (spin up / spin down) = -9.914 / -9.910 eV
LUMO energy (spin up / spin down) = -3.660 / -5.656 eV
relative energy (zero: lowest compared OMol25 entry of this formula, charge and spin) = 41.9 kcal/mol
orbital gap (spin up / spin down) = 6.25 / 4.25 eV
⟨S²⟩ = 0.7676
2S+1 = 2

```
102
Properties=species:S:1:pos:R:3:forces:R:3
Ir -0.6104 0.5543 -1.2945 -0.54 -0.11 -0.04
C 1.1171 -3.2010 4.8181 -0.01 0.00 0.07
Si 1.6598 -3.2122 3.0240 -0.11 0.03 -0.20
C 3.2419 -2.2233 2.9115 0.06 0.03 0.00
C 1.8470 -4.9814 2.4696 0.07 -0.06 0.03
C 0.2423 -2.3647 2.0634 0.06 0.08 0.02
C -0.9519 -2.1750 2.7068 -0.06 -0.02 0.10
C -2.0545 -1.6540 2.0141 0.03 0.00 -0.02
C -1.8261 -1.1744 0.7645 0.06 -0.19 -0.06
N -0.6349 -1.2015 0.1017 0.01 0.22 0.57
C 0.3605 -1.9870 0.6785 -0.04 -0.12 -0.24
S 1.6582 -2.6479 -0.2003 0.00 0.15 -0.04
H 1.9212 -3.6043 5.4383 0.00 0.00 -0.01
H 0.2352 -3.8209 4.9933 0.01 0.00 0.01
H 0.9021 -2.1907 5.1754 0.00 0.02 0.02
H 3.8911 -2.4583 3.7592 -0.02 -0.02 -0.02
H 3.0325 -1.1509 2.9444 0.01 -0.02 0.04
H 3.7840 -2.4368 1.9921 0.01 0.03 -0.02
H 2.6762 -5.4707 2.9872 -0.02 0.03 0.02
H 2.0379 -5.0275 1.3992 0.00 -0.04 0.00
H 0.9399 -5.5498 2.6878 0.00 0.01 -0.01
H -1.0658 -2.4637 3.7454 0.01 0.01 -0.03
H -3.0394 -1.5887 2.4554 -0.01 -0.01 -0.03
H -2.6377 -0.7441 0.2154 0.38 -0.27 0.19
C 2.4626 0.5535 0.5504 -0.04 -0.31 0.09
P 0.9964 1.4918 0.1117 -0.13 0.12 0.17
C -0.0207 1.5820 1.6689 0.02 0.02 -0.23
N 0.6075 1.3941 2.7945 -0.07 0.07 0.07
C -0.1326 1.3399 3.9318 0.21 -0.06 0.02
C 0.5142 1.0855 5.1631 -0.04 0.00 0.01
C -0.2279 1.0123 6.3050 -0.06 0.01 0.00
C -1.6346 1.1950 6.2688 0.06 -0.01 0.01
C -2.2782 1.4418 5.0919 0.03 0.02 -0.03
C -1.5309 1.5139 3.8926 -0.21 -0.01 0.07
N -2.1742 1.7209 2.7142 0.04 0.00 0.02
C -1.4541 1.7277 1.6279 0.06 0.16 -0.13
P -2.2955 1.8925 -0.0085 0.16 -0.63 0.55
C -3.8661 0.9365 0.0271 -0.16 0.24 -0.11
C -3.1241 3.6467 0.0162 0.17 -0.14 -0.53
C -2.2707 4.8033 0.5305 0.09 -0.05 -0.01
C -4.3598 3.5771 0.9312 0.02 0.06 0.03
C -3.5490 3.9408 -1.4293 0.00 -0.03 0.03
C 1.7775 3.1477 -0.2275 0.04 -0.01 -0.02
C 0.7182 4.2206 -0.3706 -0.08 0.00 0.00
C 2.6926 3.5117 0.9512 -0.03 0.07 0.04
C 2.6060 3.0504 -1.5155 0.00 -0.02 0.02
H 2.5997 0.6032 1.6298 0.00 0.08 -0.01
H 3.3252 0.9823 0.0492 0.01 -0.02 0.02
H 2.3712 -0.4872 0.2504 0.00 -0.07 0.01
H 1.5877 0.9488 5.1631 -0.01 0.00 -0.01
H 0.2551 0.8120 7.2521 -0.01 0.01 0.00
H -2.1978 1.1359 7.1906 0.00 0.00 0.00
H -3.3498 1.5826 5.0417 0.01 -0.01 -0.01
H -4.2218 0.8302 1.0502 0.00 -0.03 0.03
H -3.7896 -0.0294 -0.4521 -0.21 0.17 -0.08
H -4.6021 1.4907 -0.5478 -0.01 0.04 0.01
H -1.7724 4.5807 1.4757 0.00 -0.02 -0.02
H -2.9475 5.6387 0.7139 0.03 0.01 0.01
H -1.5482 5.1454 -0.2007 0.05 -0.03 0.01
H -4.1239 3.1929 1.9220 0.03 -0.01 0.03
H -5.1814 3.0081 0.5124 -0.04 -0.01 0.01
H -4.7126 4.6029 1.0456 -0.04 -0.03 0.02
H -2.6873 3.9994 -2.0974 -0.03 0.04 0.03
H -4.0652 4.9025 -1.4629 -0.02 -0.01 0.02
H -4.2364 3.1884 -1.8222 0.01 0.01 -0.01
H 0.2781 4.4347 0.6014 -0.04 0.00 -0.04
H -0.0694 3.9317 -1.0713 0.04 0.06 0.07
H 1.1640 5.1449 -0.7458 0.02 -0.01 0.02
H 2.1991 3.3694 1.9147 0.00 0.02 -0.02
H 2.9567 4.5679 0.8659 0.02 -0.01 -0.02
H 3.6176 2.9399 0.9540 0.01 -0.02 0.01
H 1.9849 2.8758 -2.3934 -0.07 0.08 -0.01
H 3.3668 2.2702 -1.4696 -0.01 0.05 -0.02
H 3.1228 4.0001 -1.6677 -0.01 0.01 0.02
S -0.6263 2.1435 -2.8968 0.21 0.38 -0.42
C -1.4145 1.3955 -4.1893 -0.10 -0.04 -0.15
C -1.3702 2.0852 -5.4450 -0.01 -0.03 0.02
N -1.3118 2.6549 -6.4414 0.00 -0.01 0.03
C -2.1283 0.2042 -4.0561 -0.02 0.19 -0.04
S -2.2981 -0.5722 -2.5711 0.08 -0.07 0.05
C -2.7926 -0.3621 -5.1936 0.02 0.00 0.05
N -3.3121 -0.8491 -6.0955 0.00 0.02 0.02
N 2.4861 -8.5087 -5.9206 0.00 0.04 0.02
C 2.3195 -7.4368 -5.5433 0.00 -0.01 -0.01
C 2.1087 -6.0945 -5.0695 0.00 -0.05 -0.01
C 0.8868 -5.7418 -4.5041 0.00 0.00 0.01
C 0.6813 -4.4541 -4.0467 0.01 0.01 -0.06
C 1.7033 -3.5195 -4.1495 0.04 -0.01 0.05
C 2.9251 -3.8644 -4.7088 0.00 -0.04 0.02
C 3.1254 -5.1518 -5.1736 0.00 0.02 0.00
N 1.5065 -2.1947 -3.6582 0.05 -0.10 0.13
C 2.2890 -1.0866 -3.9255 -0.02 0.06 -0.03
C 1.7702 -0.0681 -3.2050 -0.05 -0.07 0.21
N 0.6933 -0.5427 -2.4747 0.26 -0.10 -0.29
C 0.5871 -1.8325 -2.7509 -0.13 0.37 -0.10
H 0.0975 -6.4764 -4.4283 0.00 0.00 0.00
H -0.2798 -4.1918 -3.6287 -0.01 0.02 0.00
H 3.7334 -3.1504 -4.7681 -0.01 0.00 0.01
H 4.0752 -5.4290 -5.6085 0.00 -0.01 0.00
H 3.1110 -1.1016 -4.6159 -0.03 -0.01 -0.02
H 2.0898 0.9574 -3.1585 -0.02 -0.07 -0.03
H -0.1623 -2.4854 -2.3508 0.03 -0.04 0.05
```
Forces are in eV/Å.


[2]
A structure of composition C40H47N4NiO6PS2 in a non-equilibrium geometry. Source: the OMol25 dataset; level of theory: ωB97M-V with the def2-TZVPD basis set.

Computed properties:
total charge = -2
energy = -4869.21741 hartree
HOMO level (spin up / spin down) = -2.353 / -2.360 eV
LUMO energy (spin up / spin down) = 4.305 / 4.305 eV
relative energy (zero: lowest compared OMol25 entry of this formula, charge and spin) = 0.0 kcal/mol
orbital gap (spin up / spin down) = 6.66 / 6.66 eV
⟨S²⟩ = 2.0049
2S+1 = 3

```
101
Properties=species:S:1:pos:R:3:forces:R:3
Ni 8.6587 12.8577 11.0219 -0.25 -0.25 -0.30
C 7.6892 14.3970 14.9952 -0.07 0.57 -1.54
C 8.0671 13.6148 13.7669 0.29 0.15 -0.47
N 7.9939 14.0734 12.5615 -0.14 -0.22 1.08
N 7.5688 15.3647 12.2819 0.07 -0.49 -0.74
C 7.5814 15.4482 10.9435 0.03 -0.83 0.03
O 7.9400 14.5376 10.1395 0.08 -0.03 -0.02
C 7.1330 16.6760 10.2523 0.08 0.66 -0.29
C 7.0514 16.7143 8.8622 0.09 0.36 -0.30
C 6.7381 17.9084 8.2018 0.18 -0.29 0.75
C 6.4921 19.0786 8.9267 -0.17 -0.24 0.11
C 6.5857 19.0477 10.3249 0.04 -0.86 -0.87
C 6.9171 17.8433 10.9455 -0.18 0.78 0.98
C 8.5428 12.1943 13.8548 -0.07 0.88 -0.92
C 8.7540 11.5346 15.0309 0.36 -0.69 1.36
C 9.1401 10.1940 14.9978 -0.45 0.16 0.00
C 9.2040 9.5585 13.7751 0.37 -0.59 -0.37
C 9.0619 10.3046 12.6260 -0.32 1.16 0.40
N 8.7832 11.6060 12.6723 -0.06 -0.63 -0.11
H 7.9201 15.4448 14.7383 -0.18 -0.34 0.39
H 8.2262 14.0914 15.8701 0.21 -0.18 0.40
H 6.6063 14.2956 15.0950 -0.04 0.09 0.35
H 7.3055 15.8203 8.3089 -0.11 -0.03 -0.01
H 6.7438 17.9135 7.1251 -0.16 0.08 -0.23
H 6.1896 19.9794 8.3877 0.22 -0.13 0.26
H 6.3991 19.9201 10.9144 -0.04 0.43 0.23
H 7.0358 17.7840 12.0266 -0.10 0.16 -0.15
H 8.7198 12.0205 16.0101 -0.09 0.00 -0.55
H 9.3298 9.6819 15.9329 0.08 -0.03 -0.09
H 9.4348 8.5135 13.5865 0.03 0.02 0.63
H 9.1869 9.8673 11.6543 -0.01 0.01 -0.22
C 13.5085 16.5127 15.2314 0.12 0.30 -0.05
C 13.5534 15.5586 16.4196 -0.72 -0.02 -0.08
C 12.4210 15.7813 17.4274 -0.46 -0.27 -0.35
O 13.6171 14.2064 15.9393 0.19 0.11 0.26
P 12.3210 13.2768 15.5488 0.20 -0.24 0.38
S 11.5615 12.4043 17.1600 -0.09 0.17 0.04
S 11.1321 14.3060 14.3759 -0.16 -0.14 -0.14
O 13.1228 12.0692 14.8506 0.36 -0.03 -0.67
C 14.0949 12.0678 13.7541 -0.08 -0.08 0.86
C 15.4734 12.4600 14.3269 0.06 -0.19 -0.67
C 13.6312 12.8545 12.5519 0.10 0.01 -0.75
H 13.7102 17.5523 15.5575 0.07 -0.43 -0.13
H 12.5328 16.4872 14.7430 0.14 -0.05 0.07
H 14.2625 16.1785 14.4984 -0.21 0.33 0.22
H 14.4817 15.7487 16.9582 0.29 -0.35 -0.02
H 11.4220 15.6632 16.9268 0.90 0.14 0.54
H 12.5336 16.7989 17.8141 -0.16 -0.01 0.05
H 12.4954 15.0533 18.2557 -0.09 0.36 -0.42
H 14.1268 11.0179 13.4768 -0.03 -0.24 0.01
H 15.4537 13.5302 14.5415 0.28 -0.11 -0.03
H 16.2754 12.2070 13.5871 -0.60 0.34 0.47
H 15.6954 11.9186 15.2604 -0.26 0.15 -0.33
H 13.6098 13.9170 12.7613 0.20 0.30 0.02
H 12.6025 12.6079 12.2656 0.17 -0.17 0.16
H 14.2654 12.6561 11.6547 -0.25 0.12 0.68
O 6.1022 10.5396 11.6027 -0.31 -0.25 0.33
C 6.4933 10.6407 10.4619 0.78 0.41 -0.83
N 7.3719 11.5881 9.9711 -0.14 0.09 0.03
C 7.4939 11.4624 8.6014 -0.46 -0.34 0.20
O 8.0899 12.1802 7.8304 0.15 0.07 0.00
C 6.7102 10.2204 8.1741 0.79 0.70 0.15
C 6.6461 9.5865 6.9562 0.49 0.09 -0.56
C 5.9929 8.3709 6.9010 -0.70 -0.20 0.26
C 5.3703 7.8481 8.0439 0.15 0.24 -0.19
C 5.3894 8.5389 9.2530 0.44 -0.03 0.32
C 6.1342 9.7176 9.3053 -0.95 -0.57 0.39
H 7.1678 9.9846 6.0817 -0.24 0.03 0.31
H 5.8799 7.8509 5.9582 0.21 -0.13 0.00
H 4.9047 6.8768 7.9755 -0.24 -0.07 0.03
H 4.9153 8.1275 10.1468 0.15 0.17 -0.23
C 10.3138 15.0681 8.3318 0.03 -1.09 0.31
C 11.4861 14.7761 9.2625 0.42 0.62 0.22
C 11.1555 15.1525 10.7204 -0.58 -0.69 -0.37
C 12.0665 13.4067 8.9919 -0.36 -0.45 0.42
C 13.1960 13.3020 8.1954 0.11 0.66 0.34
C 13.8072 12.1102 7.8665 -0.01 -0.70 0.33
C 13.2594 10.9489 8.3915 -0.72 0.24 0.55
C 12.1235 11.0093 9.2237 0.57 -1.64 -0.70
C 11.6597 9.6742 9.8425 0.93 0.47 -0.41
C 11.9735 9.7444 11.3380 -0.73 -1.11 -0.19
C 10.2432 9.2496 9.4857 -0.24 -0.22 -0.70
C 11.4794 12.2128 9.5170 -0.99 0.80 0.21
O 10.3909 12.1934 10.2655 0.59 0.11 -0.17
H 9.9203 16.0473 8.4938 -0.22 0.88 0.00
H 9.4936 14.3652 8.4809 0.11 -0.04 0.14
H 10.6394 14.9228 7.3220 0.18 0.22 -0.83
H 12.3154 15.4773 9.0096 -0.42 -0.24 -0.10
H 10.2623 14.6401 11.1319 0.61 0.35 -0.30
H 10.9588 16.2237 10.7329 -0.01 0.13 0.22
H 11.9841 14.9116 11.3671 0.26 0.06 0.34
H 13.6826 14.2248 7.9059 -0.06 0.19 -0.24
H 14.7380 12.0834 7.3268 0.14 0.05 -0.30
H 13.6944 9.9660 8.2113 0.06 0.20 -0.06
H 12.3431 8.9384 9.3948 -0.10 -0.10 0.20
H 11.3884 10.5152 11.7948 -0.21 0.51 0.32
H 13.0108 9.9773 11.4698 0.67 0.06 0.17
H 11.7371 8.7864 11.8461 0.16 0.35 -0.16
H 9.5845 10.1122 9.6087 -0.15 -0.30 0.11
H 9.9131 8.3769 10.0835 0.05 0.44 -0.10
H 10.1771 8.9316 8.4156 0.12 0.30 0.69
```
Forces are in eV/Å.


[3]
A structure of composition C40H48FeN7O3S. Source: the OMol25 dataset; level of theory: ωB97M-V with the def2-TZVPD basis set.

Computed properties:
total charge = -1
energy = -3824.11082 hartree
HOMO level (spin up / spin down) = -2.424 / -2.735 eV
LUMO energy (spin up / spin down) = 2.096 / 2.094 eV
relative energy (zero: lowest compared OMol25 entry of this formula, charge and spin) = 0.0 kcal/mol
orbital gap (spin up / spin down) = 4.52 / 4.83 eV
⟨S²⟩ = 6.0267
2S+1 = 5

```
100
Properties=species:S:1:pos:R:3:forces:R:3
Fe 2.0434 0.3400 0.4885 0.56 0.33 0.30
O 5.8164 0.0712 2.2588 -0.15 -0.04 -0.15
C 4.6317 0.0644 1.9058 0.29 0.05 0.39
O 4.1387 -0.0680 0.7604 -0.15 -0.33 -0.25
C 3.6089 0.2069 3.0527 0.68 -0.06 0.25
C 4.0754 0.2304 4.3963 0.23 0.03 -0.20
C 3.1832 0.2796 5.4120 -0.08 -0.02 0.22
C 1.7984 0.3127 5.1190 -0.13 0.03 -0.05
C 0.7884 0.3591 6.1120 0.23 -0.01 0.04
C -0.5253 0.4209 5.7597 -0.24 0.02 -0.30
C -0.8959 0.4347 4.3875 -0.17 0.00 0.46
C 0.0518 0.3769 3.4140 0.26 -0.06 -0.21
C 1.4255 0.3091 3.7596 -0.23 0.20 0.06
N 2.3484 0.2564 2.7547 -0.67 -0.30 -0.20
H 5.1438 0.1989 4.5546 -0.01 0.01 -0.07
H 3.5122 0.2939 6.4471 -0.04 -0.01 -0.04
H 1.0815 0.3452 7.1583 -0.01 0.03 -0.09
H -1.2882 0.4653 6.5267 -0.03 0.00 -0.03
H -1.9431 0.4965 4.1128 0.03 -0.01 0.04
H -0.2119 0.3872 2.3598 0.02 0.04 0.02
C 1.5055 3.8542 2.3408 0.06 0.02 -0.08
C 1.7406 4.3562 0.9403 -0.14 0.15 0.04
C 1.6375 5.7079 0.6390 -0.07 -0.14 0.02
C 1.8961 6.2159 -0.6356 0.05 -0.08 -0.07
C 2.3469 5.3190 -1.6128 -0.04 -0.03 0.20
C 2.4812 3.9623 -1.3586 -0.10 0.02 0.09
C 3.1184 3.0455 -2.3673 0.04 0.18 0.12
C 2.0928 3.3903 -0.0751 -0.08 -0.34 -0.35
N 2.0627 2.0881 0.1316 -0.25 0.86 -0.22
H 0.9787 4.5990 2.9458 0.04 -0.01 0.00
H 2.4545 3.6146 2.8400 -0.08 -0.03 -0.05
H 0.9278 2.9240 2.3240 0.12 0.04 0.05
H 1.3492 6.3955 1.4349 0.00 -0.06 -0.05
H 1.8015 7.2765 -0.8463 0.01 -0.09 0.01
H 2.6308 5.7011 -2.5930 0.01 -0.05 0.04
H 3.4614 3.6048 -3.2447 -0.04 -0.06 0.05
H 2.4448 2.2532 -2.6852 -0.05 -0.07 -0.03
H 3.9689 2.5293 -1.9109 -0.01 0.01 -0.03
C -2.2795 -1.0531 -3.9063 -0.02 -0.04 0.03
C -1.9821 0.3571 -4.4063 0.00 -0.12 -0.01
C -0.4888 0.6251 -4.5577 -0.01 0.07 0.06
C 0.2884 0.6914 -3.2413 -0.05 0.02 0.08
N -0.1988 1.7377 -2.3656 -0.12 -0.21 -0.09
C -0.7248 1.6061 -1.1295 0.17 0.01 -0.15
S -0.9735 0.1136 -0.3532 -0.05 -0.15 -0.27
N -1.0962 2.7687 -0.5863 -0.13 0.17 0.30
C -1.5800 2.9624 0.7751 -0.03 0.09 -0.29
C -2.7764 3.9139 0.8086 -0.02 -0.05 0.05
C -4.1246 3.2070 0.6840 -0.04 0.03 -0.19
C -4.3056 2.4728 -0.6468 0.02 -0.04 0.06
H -3.3570 -1.2380 -3.8682 0.09 -0.01 0.02
H -1.8832 -1.1878 -2.8966 -0.03 -0.05 -0.03
H -1.8313 -1.8077 -4.5660 -0.05 0.09 0.09
H -2.4151 1.0891 -3.7175 0.00 -0.01 -0.04
H -2.4615 0.5065 -5.3784 -0.02 0.04 0.04
H -0.3428 1.5713 -5.0900 0.03 -0.04 -0.03
H -0.0448 -0.1651 -5.1757 0.04 0.10 0.00
H 1.3405 0.8897 -3.4621 -0.03 -0.13 0.05
H 0.2260 -0.2448 -2.6920 -0.04 -0.06 0.05
H 0.0109 2.6806 -2.6546 0.14 0.09 0.03
H -0.7086 3.6024 -1.0097 0.11 0.02 0.07
H -0.7662 3.3514 1.3747 0.15 0.06 0.07
H -1.8533 1.9854 1.1633 -0.01 -0.07 0.05
H -2.6757 4.6525 0.0041 0.03 0.00 0.08
H -2.7439 4.4714 1.7489 -0.03 -0.01 -0.02
H -4.9234 3.9477 0.8007 0.01 -0.06 0.02
H -4.2285 2.4942 1.5096 -0.01 0.03 -0.02
H -4.1779 3.1624 -1.4884 0.01 -0.07 0.06
H -5.3053 2.0334 -0.7208 0.08 0.03 0.01
H -3.5745 1.6649 -0.7558 -0.09 0.09 -0.01
C -4.4907 -4.4795 0.3760 0.12 0.00 -0.04
C -3.2157 -4.8970 -0.3144 -0.08 -0.01 0.04
C -2.8485 -6.2307 -0.4365 0.07 -0.05 -0.04
C -1.6700 -6.5971 -1.0741 -0.07 -0.11 0.13
C -0.8322 -5.6377 -1.6274 0.16 0.02 -0.20
N 0.3441 -6.1082 -2.2724 -0.22 0.14 0.18
C 1.3925 -5.4579 -2.8942 -0.06 0.11 0.31
O 1.9665 -5.9666 -3.8359 0.06 -0.07 -0.16
N 1.7882 -4.2351 -2.3960 -0.07 0.03 0.23
C 1.6943 -3.7369 -1.0746 0.10 0.08 -0.50
C 1.4728 -4.5251 0.0365 0.07 -0.31 0.12
C 1.3132 -3.8997 1.2540 -0.05 0.18 0.31
C 1.4069 -2.5172 1.3323 -0.08 -0.35 0.45
N 1.6873 -1.7703 0.2751 0.03 0.06 0.09
C 1.8237 -2.3683 -0.8943 0.00 0.09 -0.51
C -1.2073 -4.2988 -1.5422 -0.04 0.05 -0.07
C -2.3712 -3.9453 -0.8753 0.09 0.06 -0.07
H -5.0168 -5.3388 0.7918 0.01 0.00 0.00
H -5.1616 -3.9752 -0.3226 0.00 -0.01 0.02
H -4.2830 -3.7795 1.1878 -0.01 -0.02 -0.01
H -3.4887 -7.0036 -0.0258 0.02 0.01 0.01
H -1.3944 -7.6459 -1.1416 -0.04 0.06 0.01
H 0.3019 -7.0659 -2.5746 -0.06 -0.07 -0.15
H 2.4626 -3.7887 -2.9948 0.09 0.02 -0.05
H 1.4239 -5.6028 -0.0504 -0.05 0.07 0.02
H 1.1163 -4.4746 2.1505 0.01 0.04 -0.06
H 1.2621 -1.9943 2.2696 0.05 -0.04 -0.03
H 2.0296 -1.7243 -1.7437 0.00 -0.02 -0.01
H -0.6079 -3.5226 -1.9970 -0.04 -0.02 0.02
H -2.6235 -2.8933 -0.7930 0.03 0.02 -0.06
```
Forces are in eV/Å.